Entry from the Open Molecules 2025 dataset: 5 unconnected molecules or ions with the total composition C24H56N2O5 at a distorted geometry (wB97M-V/def2-TZVPD).

Values from the calculation:
lowest unoccupied orbital energy: 0.35 eV
structure (SMILES): CC1(C)CCCC(C)(C)N1O.CC1(C)CCCC(C)(C)N1O.CCO.CCO.CCO
Kohn-Sham gap: 7.91 eV
E: -39007.316 eV
relative energy (zero: lowest compared OMol25 entry of this formula, charge and spin): 445.5 kJ/mol

Positions of all 87 atoms, in Å:
C1 -1.57 1.62 1.70
C2 -0.87 2.48 2.76
C3 -0.43 1.62 3.99
C4 -1.86 3.53 3.31
C5 -1.96 4.82 2.46
C6 -0.54 5.40 2.17
C7 0.34 4.36 1.41
C8 -0.10 4.06 -0.03
C9 1.69 5.02 1.37
N1 0.40 3.10 2.21
O1 1.42 2.32 2.15
H1 -0.79 1.11 1.19
H2 -2.23 2.20 1.00
H3 -2.14 0.80 2.10
H4 -0.02 2.35 4.71
H5 0.39 0.87 3.81
H6 -1.21 1.11 4.46
H7 -2.92 3.10 3.33
H8 -1.51 3.78 4.34
H9 -2.46 4.68 1.47
H10 -2.54 5.62 3.00
H11 -0.66 6.32 1.63
H12 -0.11 5.68 3.12
H13 -1.15 3.72 -0.02
H14 0.47 3.25 -0.45
H15 0.06 4.93 -0.68
H16 1.59 6.05 1.16
H17 2.32 4.53 0.61
H18 2.16 4.94 2.33
H19 1.30 1.73 1.50
C10 2.34 1.11 -1.25
C11 2.12 -0.38 -0.89
C12 1.95 -0.43 0.65
C13 3.29 -1.31 -1.14
C14 3.46 -1.52 -2.62
C15 2.19 -2.15 -3.19
C16 0.87 -1.48 -2.82
C17 0.70 -0.37 -3.94
C18 -0.23 -2.53 -2.94
N2 0.88 -0.84 -1.51
O2 -0.14 -0.25 -1.15
H20 3.08 1.53 -0.51
H21 1.47 1.74 -1.39
H22 2.82 1.17 -2.22
H23 2.70 0.07 1.17
H24 1.90 -1.48 1.02
H25 1.03 0.00 1.02
H26 4.11 -0.89 -0.64
H27 3.06 -2.25 -0.64
H28 3.69 -0.49 -2.99
H29 4.40 -2.05 -2.90
H30 2.28 -2.38 -4.27
H31 2.18 -3.15 -2.76
H32 1.44 0.41 -3.80
H33 -0.32 -0.06 -3.79
H34 0.62 -0.88 -4.87
H35 0.01 -3.23 -3.70
H36 -1.31 -2.23 -3.18
H37 -0.43 -3.00 -2.01
H38 -0.73 -0.05 -1.86
C19 1.04 -5.94 -2.16
C20 0.87 -5.41 -0.68
O3 1.71 -4.33 -0.69
H39 0.78 -5.13 -2.82
H40 0.29 -6.73 -2.25
H41 1.98 -6.39 -2.26
H42 1.11 -6.15 0.07
H43 -0.17 -5.19 -0.58
H44 1.34 -3.68 -0.13
C21 -0.90 -1.76 2.78
C22 -1.46 -2.09 1.40
O4 -0.49 -2.66 0.53
H45 0.09 -1.22 2.65
H46 -0.85 -2.71 3.36
H47 -1.59 -1.10 3.26
H48 -1.90 -1.17 1.00
H49 -2.37 -2.72 1.48
H50 -0.16 -1.96 -0.11
C23 -4.64 -1.88 -0.35
C24 -3.59 -1.18 -1.26
O5 -3.36 0.20 -0.89
H51 -4.44 -1.76 0.69
H52 -4.68 -2.95 -0.60
H53 -5.69 -1.58 -0.45
H54 -3.87 -1.17 -2.26
H55 -2.68 -1.76 -1.11
H56 -2.94 0.69 -1.62

Mulliken atomic charge list, values in e, 6 entries: -0.93 1.54 -2.04 -0.80 -0.65 -1.39